ORCA calculation (ωB97M-V with the def2-TZVPD basis set) on a cluster of 7 separate species, C41H80F3N10O3S in total in a non-equilibrium geometry.

Geometry as XYZ:
```
138
Properties=species:S:1:pos:R:3:mulliken_spin:R:1
C -5.71 -7.12 -4.12 -0.0006
F -6.72 -6.21 -4.41 -0.0001
F -5.38 -7.33 -2.89 -0.0001
F -6.17 -8.25 -4.54 0.0002
S -4.05 -6.72 -5.11 -0.0097
O -3.21 -7.89 -4.96 -0.0140
O -4.66 -6.70 -6.45 -0.0003
O -3.44 -5.45 -4.71 -0.0201
C -2.07 -2.72 -2.58 -0.0221
C -1.31 -3.52 -3.73 0.0176
N -0.02 -2.96 -4.12 0.0768
C 0.36 -1.69 -4.40 0.0199
C 1.70 -1.58 -4.60 -0.0228
N 2.13 -2.90 -4.66 0.1259
C 1.17 -3.71 -4.23 0.5876
C 3.45 -3.42 -4.90 0.0642
H -1.45 -2.51 -1.71 0.0020
H -2.97 -3.27 -2.28 -0.0022
H -2.51 -1.81 -2.99 -0.0005
H -1.90 -3.56 -4.64 -0.0623
H -1.26 -4.58 -3.48 0.0955
H -0.29 -0.85 -4.20 0.0067
H 2.40 -0.77 -4.72 0.0130
H 1.30 -4.76 -4.01 0.0754
H 3.51 -4.34 -5.48 -0.0022
H 3.84 -3.73 -3.93 -0.0112
H 3.96 -2.64 -5.47 0.0047
C -4.93 -2.82 -5.94 0.0011
C -4.62 -2.89 -7.48 -0.0012
N -3.35 -3.45 -7.72 0.0053
C -2.17 -2.72 -7.60 0.0400
C -1.15 -3.58 -7.76 0.0080
N -1.68 -4.83 -8.14 -0.0174
C -3.07 -4.79 -8.04 -0.0066
C -0.90 -5.98 -8.60 0.0211
H -5.35 -1.90 -5.56 0.0000
H -4.00 -2.81 -5.37 0.0028
H -5.49 -3.65 -5.52 -0.0003
H -4.50 -1.85 -7.80 -0.0003
H -5.41 -3.53 -7.87 0.0000
H -2.09 -1.66 -7.42 -0.0027
H -0.09 -3.42 -7.69 -0.0165
H -3.83 -5.55 -8.13 -0.0045
H 0.07 -6.00 -8.11 0.0094
H -0.77 -6.05 -9.68 0.0011
H -1.41 -6.88 -8.24 -0.0045
C -2.50 -6.96 -0.61 -0.0302
C -2.36 -7.05 0.94 -0.0010
N -3.39 -8.02 1.34 -0.0027
C -4.67 -7.70 1.80 -0.0004
C -5.28 -9.00 2.05 0.0004
N -4.34 -9.97 1.80 -0.0001
C -3.18 -9.41 1.36 0.0007
C -4.55 -11.38 2.13 0.0000
H -2.42 -7.92 -1.12 0.0162
H -1.70 -6.34 -1.00 0.0265
H -3.43 -6.48 -0.93 -0.0008
H -2.58 -6.16 1.52 0.0011
H -1.39 -7.45 1.23 -0.0023
H -5.05 -6.69 1.89 0.0003
H -6.28 -9.19 2.41 0.0001
H -2.25 -9.93 1.20 0.0003
H -3.56 -11.83 2.23 0.0001
H -4.96 -11.89 1.26 0.0000
H -5.17 -11.55 3.01 0.0000
C 0.11 -7.55 -4.49 -0.0636
C -0.61 -8.41 -3.47 0.0438
N -0.52 -9.80 -3.88 -0.0204
C -1.28 -10.51 -4.76 0.0027
C -0.96 -11.80 -4.86 0.0007
N 0.20 -11.96 -4.06 0.0014
C 0.43 -10.75 -3.47 -0.0001
C 0.83 -13.31 -3.66 0.0000
H -0.43 -7.62 -5.43 -0.0269
H 1.19 -7.60 -4.62 -0.0148
H -0.13 -6.58 -4.04 0.0676
H -1.62 -8.01 -3.36 0.0082
H -0.27 -8.29 -2.45 0.0329
H -2.03 -9.94 -5.29 0.0007
H -1.35 -12.63 -5.43 0.0002
H 1.30 -10.77 -2.82 -0.0011
H 1.64 -13.42 -4.38 0.0000
H 0.16 -14.15 -3.83 0.0000
H 1.19 -13.39 -2.64 0.0000
C -4.84 -11.39 -2.24 -0.0002
C -4.60 -11.37 -3.70 0.0010
C -5.84 -11.50 -4.49 0.0002
N -5.65 -12.05 -5.89 0.0000
C -4.92 -13.33 -5.78 0.0000
C -4.99 -11.03 -6.88 0.0002
C -6.08 -10.04 -7.42 0.0001
C -7.39 -10.79 -7.11 -0.0001
C -7.02 -12.17 -6.53 0.0000
H -3.90 -11.28 -1.70 -0.0001
H -5.08 -12.39 -1.89 0.0000
H -5.74 -10.89 -1.89 0.0000
H -3.84 -12.14 -3.86 0.0002
H -4.20 -10.41 -4.01 -0.0005
H -6.49 -10.63 -4.61 -0.0001
H -6.40 -12.31 -4.01 0.0000
H -3.86 -13.11 -5.65 0.0000
H -4.94 -13.90 -6.71 0.0000
H -5.16 -13.88 -4.86 0.0000
H -4.47 -11.52 -7.70 0.0000
H -4.23 -10.41 -6.40 -0.0001
H -5.83 -10.02 -8.48 0.0000
H -5.95 -9.02 -7.05 0.0000
H -8.06 -10.94 -7.96 0.0000
H -8.01 -10.31 -6.35 0.0000
H -6.96 -12.91 -7.33 0.0000
H -7.72 -12.73 -5.90 0.0000
C -9.65 -1.66 2.83 0.0000
C -9.11 -2.30 1.53 0.0000
C -7.86 -1.64 1.12 -0.0001
N -7.73 -1.68 -0.45 0.0000
C -8.88 -0.78 -1.01 0.0001
C -6.30 -1.19 -0.93 0.0002
C -5.98 -1.78 -2.34 0.0113
C -7.05 -2.95 -2.44 -0.0021
C -7.81 -3.00 -1.18 0.0005
H -9.08 -2.00 3.70 0.0000
H -10.60 -2.10 3.12 0.0000
H -9.74 -0.59 2.98 0.0000
H -9.90 -2.28 0.78 0.0000
H -8.90 -3.36 1.61 0.0000
H -7.01 -2.19 1.52 0.0000
H -7.77 -0.60 1.41 0.0000
H -8.93 0.24 -0.63 0.0000
H -9.85 -1.27 -1.01 0.0000
H -8.58 -0.66 -2.05 -0.0001
H -6.30 -0.10 -1.04 0.0001
H -5.58 -1.52 -0.18 -0.0001
H -6.17 -0.99 -3.07 0.0003
H -4.98 -2.18 -2.54 -0.0068
H -7.65 -2.80 -3.34 -0.0002
H -6.77 -3.99 -2.60 0.0006
H -8.81 -3.43 -1.26 0.0000
H -7.39 -3.77 -0.53 0.0001
```

## Properties
Net charge: +4
E_tot (a.u.): -3079.826712
Kohn-Sham gap (spin up / spin down) (eV): 2.324 / 6.684
F_max (eV/A): 5.0
Expectation value of S²: 0.76
Spin multiplicity: 2